Formula: C6H14BN2O3
Source: OMol25
Level of theory: ωB97M-V with the def2-TZVPD basis set

XYZ file:
```
26
Properties=species:S:1:pos:R:3:nbo_charge:R:1
H -2.6053 -2.6771 -0.5450 0.512
H 1.5843 -2.0020 0.0057 0.207
C -0.4484 2.2875 0.4407 -0.131
O -1.7085 -2.4896 -1.0084 -0.857
C 0.2433 1.8166 1.7525 -0.413
C 0.7422 -2.0700 -0.6329 0.069
H 1.0341 -0.3561 2.0868 0.237
H -1.4703 -3.3541 1.3971 0.503
B -0.6857 -2.4613 -0.1515 1.006
O -0.6419 -3.0644 1.0194 -0.847
H -0.2996 2.0140 -2.1767 0.541
H 1.3048 2.0488 1.5536 0.208
H -0.9505 -0.0201 2.0515 0.197
C 1.1591 -2.0970 -2.0281 -0.758
N 0.2058 0.0744 0.2376 -0.449
H 1.0118 3.8957 0.1265 0.387
C -0.1142 1.1156 -0.4085 0.596
C 0.1992 0.2667 1.7209 -0.219
H -0.5581 4.2678 0.3940 0.380
H -1.6201 2.2976 0.4952 0.236
H -0.1031 2.1337 2.6557 0.232
H 1.5484 -1.0730 -2.3291 0.302
O -0.1433 1.1513 -1.7009 -0.644
H 1.9918 -2.9293 -2.1918 0.297
N 0.0349 3.6008 -0.0657 -0.843
H 0.2894 -2.3764 -2.6984 0.254
```

Values from the calculation:
Max |F| in Eh/bohr: 0.073
E_HOMO in eV: -13.3
Relative energy (zero: lowest compared OMol25 entry of this formula, charge and spin) in kJ/mol: 254.7
Total charge: +1
LUMO in eV: -4.899
Spin multiplicity: 1
Gap between HOMO and LUMO in Ha: 0.30758